The following is a quantum chemistry calculation of a cluster of 2 separate species, C2H4BrNO4 in total, from OMol25.

Computed properties:
**Lowest unoccupied orbital energy**: 0.351 eV
**2S+1**: 1
**Energy relative to the best compared isomer or geometry (same formula, charge and spin)**: 1.125 eV
**HOMO level**: -0.333 Ha
**Electronic energy**: -81856.105 eV

Atoms and positions in Å:
C 0.148 0.734 1.162
C 0.134 -1.595 -0.270
N -0.317 -0.833 -1.178
O 0.666 -0.211 -1.946
O -1.483 -0.496 -1.456
O -0.467 0.243 2.106
O -0.672 -2.229 0.575
Br 1.964 -1.735 0.024
H -0.163 1.176 0.189
H 1.272 0.793 1.201
H 0.102 0.328 -2.439
H -1.689 -2.205 0.500

Force components x, y, z for each atom (eV/Å):
C 1.0 -0.4 1.8
C -0.7 -0.9 1.2
N 0.8 0.7 -1.0
O 1.5 -1.2 1.1
O -1.0 -0.2 0.2
O 0.6 1.3 -2.4
O -1.3 -0.8 0.5
Br -0.1 -0.5 0.1
H -1.2 -0.2 0.6
H -0.5 -0.1 0.3
H -1.4 1.8 -1.8
H 2.4 0.7 -0.7

Here are the natural (NBO) charges for atoms 1 to 6, given in e:
1. C 0.2491
2. C 0.3617
3. N 0.2511
4. O -0.5378
5. O -0.5562
6. O -0.5022

=====

The following is a quantum chemistry calculation of a structure of composition C8H27N5SSi2, from OMol25.

Computed properties:
**Lowest unoccupied orbital energy**: -1.618 eV
**2S+1**: 1
**HOMO level**: -0.204 Ha
**Electronic energy**: -42772.925 eV

Atoms and positions in Å:
C 2.089 3.012 0.079
N 0.831 3.122 0.826
C 0.142 4.267 0.600
N 0.582 5.574 0.724
S 1.729 5.840 1.991
N -1.079 4.095 0.263
N -1.992 5.104 -0.021
H 2.771 2.425 0.663
H 1.948 2.524 -0.873
H 2.580 3.963 -0.085
H 0.942 2.927 1.813
H 0.829 6.003 -0.161
H 2.871 5.989 1.295
H -1.400 3.136 0.153
H -2.914 4.770 0.236
H -1.804 5.915 0.564
C 1.764 -5.013 -0.765
Si 0.349 -3.769 -0.910
C -1.256 -4.773 -0.920
C 0.513 -2.960 -2.617
N 0.467 -2.681 0.374
Si -0.569 -1.403 0.652
C -2.367 -1.904 0.967
C -0.574 -0.117 -0.746
C 0.022 -0.480 2.204
H 1.735 -5.746 -1.579
H 2.727 -4.499 -0.805
H 1.699 -5.552 0.182
H -1.186 -5.618 -1.615
H -2.109 -4.166 -1.232
H -1.462 -5.172 0.075
H 1.361 -2.273 -2.634
H -0.389 -2.406 -2.889
H 0.676 -3.716 -3.395
H -2.860 -2.225 0.047
H -2.952 -1.065 1.372
H -2.411 -2.720 1.687
H 0.448 0.133 -1.040
H -1.072 0.814 -0.412
H -1.111 -0.475 -1.626
H 1.044 -0.116 2.060
H 0.012 -1.147 3.067
H -0.624 0.383 2.431

Force components x, y, z for each atom (eV/Å):
C 0.2 0.0 0.3
N 0.9 -0.3 0.3
C -0.2 0.0 0.0
N 0.9 0.0 -0.1
S 0.0 0.4 0.2
N -1.2 0.2 -0.1
N -0.3 0.1 0.2
H 0.3 -0.4 0.2
H -0.3 -0.2 -0.2
H 0.0 0.4 0.0
H -0.1 -0.3 0.0
H -0.4 0.4 0.1
H -0.1 -0.3 -0.2
H 0.1 -0.1 -0.2
H -0.1 -0.2 -0.2
H 0.3 0.0 -0.1
C -0.2 -0.1 -0.4
Si 0.4 0.5 1.1
C 0.1 -0.2 -0.4
C -0.1 -0.3 -0.2
N -0.6 0.3 -0.6
Si 1.0 -1.3 0.2
C -0.2 0.6 0.1
C -0.4 0.6 0.1
C -0.3 0.5 -0.1
H 0.1 0.0 0.0
H 0.0 0.0 0.0
H 0.0 0.0 0.0
H -0.1 0.0 0.0
H 0.0 0.0 0.1
H 0.0 0.0 0.0
H 0.0 0.0 0.0
H 0.0 0.1 0.0
H 0.0 0.1 0.0
H 0.0 -0.1 0.0
H -0.1 -0.1 0.0
H 0.0 0.0 0.0
H 0.0 -0.1 0.0
H 0.0 0.0 -0.1
H 0.0 0.0 0.0
H 0.0 -0.1 0.0
H 0.0 0.0 0.0
H 0.0 0.0 0.1

Here are the natural (NBO) charges for atoms 1 to 6, given in e:
1. C -0.4199
2. N -0.6355
3. C 0.6387
4. N -0.7954
5. S 0.2220
6. N -0.2709

=====

The following is a quantum chemistry calculation of a cluster of 17 separate species, C2H37O17 in total, from OMol25.

Computed properties:
**Lowest unoccupied orbital energy**: 1.691 eV
**2S+1**: 1
**Charge**: -1
**Energy relative to the best compared isomer or geometry (same formula, charge and spin)**: 2.309 eV
**HOMO level**: -0.221 Ha
**Electronic energy**: -37484.721 eV

Atoms and positions in Å:
C 25.736 -17.241 -11.730
C 25.427 -16.140 -10.737
O 25.299 -16.653 -9.476
H 24.975 -17.969 -11.679
H 26.668 -17.786 -11.506
H 25.768 -16.856 -12.707
H 24.512 -15.547 -10.908
H 26.195 -15.456 -10.720
O 22.617 -19.975 -11.939
H 23.146 -19.588 -12.600
H 23.061 -19.587 -11.196
O 21.987 -14.430 -11.487
H 22.303 -15.311 -11.756
H 22.699 -13.957 -11.051
O 25.880 -15.362 -7.056
H 25.658 -15.737 -7.955
H 25.383 -15.780 -6.372
O 24.208 -12.759 -10.550
H 24.055 -12.655 -9.594
H 25.124 -12.537 -10.711
O 23.921 -17.433 -7.065
H 23.239 -18.042 -6.746
H 24.067 -17.595 -8.008
O 22.989 -15.838 -13.687
H 23.898 -15.660 -13.495
H 22.747 -15.169 -14.310
O 26.874 -12.386 -11.115
H 27.482 -13.079 -11.089
H 27.238 -11.740 -10.539
O 22.776 -15.435 -8.942
H 23.631 -15.892 -9.136
H 22.470 -15.122 -9.822
O 25.115 -14.121 -13.006
H 25.138 -13.360 -13.563
H 25.102 -13.789 -12.097
O 28.618 -14.467 -11.432
H 28.191 -14.835 -12.232
H 28.422 -15.187 -10.787
O 23.444 -18.531 -9.778
H 24.198 -17.895 -9.832
H 22.776 -18.068 -10.331
O 27.462 -14.990 -13.931
H 26.595 -14.674 -13.662
H 27.932 -14.435 -14.590
O 28.147 -15.961 -9.138
H 27.243 -15.892 -9.467
H 28.351 -16.908 -9.236
O 27.057 -18.852 -9.067
H 26.713 -18.116 -9.511
H 27.158 -18.646 -8.163
O 23.736 -18.538 -13.935
H 23.371 -17.621 -13.896
H 24.667 -18.471 -14.089
O 25.452 -16.466 -15.372
H 25.465 -15.690 -15.903
H 26.165 -16.277 -14.734

Force components x, y, z for each atom (eV/Å):
C 0.5 0.2 0.8
C -1.6 -1.2 0.6
O 0.1 -0.7 1.0
H -0.9 -0.9 -0.1
H -0.1 0.5 0.0
H 0.2 0.4 -1.6
H 0.0 -0.1 -1.1
H 2.0 2.2 -0.6
O -1.3 -1.1 0.7
H 0.7 0.6 -2.2
H 0.2 -0.2 1.5
O -0.7 -0.4 -0.1
H 0.1 0.7 -0.2
H 0.6 0.2 -0.3
O 1.1 1.0 -1.2
H -0.2 -0.1 1.2
H -0.8 -0.8 0.0
O -1.1 0.0 0.5
H 0.2 -0.3 -0.5
H 1.0 0.3 0.2
O 0.0 -0.2 0.9
H 0.3 0.2 -0.6
H -0.3 -0.2 0.2
O -0.9 -1.2 0.3
H 1.0 0.4 0.3
H -0.4 0.6 -0.5
O -2.4 1.8 -0.7
H 2.2 -2.7 -0.1
H 0.4 1.0 0.8
O 0.2 0.1 -1.1
H -0.3 0.3 0.5
H -0.1 -0.4 1.1
O 0.2 -0.8 0.2
H -0.2 1.1 -0.4
H -0.2 -0.1 0.1
O -0.7 -0.8 -0.2
H 0.4 0.5 -0.1
H 0.7 0.6 0.3
O -0.8 0.5 -0.9
H 0.4 0.0 0.5
H 0.2 -0.4 0.8
O 1.6 -0.6 -0.9
H -0.5 0.9 0.2
H -0.9 -0.3 0.8
O 0.7 -0.3 -0.6
H -0.5 -0.3 0.7
H -0.1 0.3 0.2
O 1.6 -2.8 -0.7
H -1.6 2.0 -0.4
H -0.2 0.7 1.5
O -1.1 0.3 0.0
H 0.4 -0.7 -0.2
H 0.7 0.3 -0.3
O 0.4 -0.7 0.9
H -0.1 0.9 -0.9
H 0.0 -0.3 -0.3

Here are the natural (NBO) charges for atoms 1 to 6, given in e:
1. C -0.6404
2. C -0.0560
3. O -1.0042
4. H 0.2209
5. H 0.2016
6. H 0.1683